The following is a DFT calculation (ωB97M-V with the def2-TZVPD basis set) of C6H10NS as an isolated structure in a non-equilibrium geometry.

```
18
Properties=species:S:1:pos:R:3:forces:R:3:mulliken_charge:R:1
C -3.76613 -1.10598 0.47762 0.143 -0.642 0.308 -0.125
C -2.62171 0.93801 0.15299 7.040 1.405 -1.619 -0.182
C -0.69578 0.60829 -0.17527 -4.275 1.067 1.156 0.468
C 0.01378 1.91769 -0.07468 1.694 -2.610 -3.337 -1.074
C 2.59871 -1.30565 0.58221 0.389 0.675 -1.441 -1.006
C 1.77879 -0.88561 -0.67024 -1.031 -0.399 0.501 -0.530
N -3.25554 -0.13134 0.07611 -1.224 -0.368 1.276 -0.103
S -0.14079 -0.92694 -0.45857 0.390 0.976 0.434 0.038
H -4.14393 -2.05063 0.27214 -0.891 -1.141 -0.662 0.363
H -2.74646 2.01753 0.11363 -0.629 -0.648 -0.236 0.358
H 0.91050 1.76466 -0.78650 -0.940 0.919 1.486 0.270
H 0.26624 2.16257 0.89981 0.939 0.088 2.042 0.333
H -0.55004 2.73447 -0.42450 -1.017 0.779 -0.676 0.425
H 2.41454 -2.33476 0.79587 -0.054 -0.694 0.209 0.339
H 3.67865 -1.16491 0.38537 -0.504 -0.282 -0.364 0.318
H 2.46385 -0.72525 1.46841 -0.705 0.542 0.454 0.333
H 1.84332 -1.57915 -1.50691 0.243 -0.355 0.234 0.399
H 1.95200 0.06700 -1.12749 0.431 0.688 0.235 0.376
```
Positions in Å, forces in eV/Å.

## Properties
- LUMO (spin up / spin down) (hartree) = -0.1845 / -0.1845
- spin multiplicity = 1
- E_tot (eV) = -18696.754
- net charge = +1
- energy above the lowest of the compared OMol25 structures with the same formula, charge and spin (kJ/mol) = 497.7